(w)
DFT (the ωB97M-V functional and the def2-TZVPD basis) results for a 4-piece molecular cluster, C4H13NO3 overall.

Last column: Löwdin charge in e.
Positions of all 21 atoms, in Å:
N -1.661 -2.461 0.623  0.1912
C -0.420 -1.930 0.802  -0.0744
C 0.228 -1.002 0.003  0.0095
C 1.657 -0.606 0.270  -0.1085
C 2.560 -0.971 1.243  0.1012
H -2.214 -2.825 1.366  0.1228
H -2.343 -1.820 0.155  0.1296
H 0.085 -2.282 1.690  0.1293
H -0.226 -0.553 -0.926  0.1150
H 2.175 -0.065 -0.546  0.1089
H 3.650 -0.606 1.237  0.1184
H 2.131 -1.498 2.199  0.1097
H 0.770 1.182 -2.291  -0.0047
H 0.560 2.625 -2.693  -0.0022
O 0.165 1.854 -2.466  0.0300
H -1.671 0.804 -1.149  0.0085
H -3.143 1.044 -0.743  0.0833
O -2.443 0.348 -0.771  -0.0718
H 0.004 3.730 0.520  0.0807
H -0.261 2.211 0.857  -0.0191
O 0.395 2.821 0.618  -0.0571

As for the spin multiplicity: 2. Its HOMO energy (alpha / beta) is -13.897 / -14.313 eV. The expectation value of S² is 0.786. Its gap between HOMO and LUMO (alpha / beta) is 9.6 / 7.2 eV. Its net charge is +1.

---

(x)
DFT (the ωB97M-V functional and the def2-TZVPD basis) results for a 3-piece molecular cluster, C4H13NO3 overall.

Last column: Löwdin charge in e.
Positions of all 21 atoms, in Å:
C 0.006 1.689 3.020  0.0035
C 0.261 0.370 2.218  -0.3469
C 0.333 0.747 0.736  -0.0806
C 0.180 -0.432 -0.212  -0.2076
O 0.046 -0.391 -1.391  0.1377
N -0.904 -0.492 2.432  0.2994
H -0.690 2.400 2.581  0.1034
H 1.020 2.043 3.243  0.1085
H -0.373 1.352 3.987  0.0887
H 1.171 -0.099 2.619  0.1904
H 1.192 1.386 0.439  0.1661
H -0.632 1.252 0.529  0.1539
H -0.001 -1.420 0.301  0.1396
H -0.950 -1.315 1.819  0.1277
H -0.874 -0.879 3.392  0.1670
H -1.530 -0.238 -4.747  0.0192
H -0.308 -1.043 -4.727  -0.0228
O -1.146 -0.965 -5.252  -0.0837
H 1.491 -0.936 -4.183  0.0685
H 0.700 -1.338 -2.977  0.0068
O 1.007 -1.691 -3.827  -0.0388

As for the spin multiplicity: 2. Its HOMO energy (alpha / beta) is -12.585 / -12.585 eV. The expectation value of S² is 0.756. Its gap between HOMO and LUMO (alpha / beta) is 8.5 / 2.7 eV. Its net charge is +1.

---

Stability summary: most stable (w), least stable (x).

---

(w)
DFT (the ωB97M-V functional and the def2-TZVPD basis) results for a 2-piece molecular cluster, C6H6N2O2S4 overall.

Last column: Löwdin charge in e.
Positions of all 20 atoms, in Å:
O -2.204 0.926 -0.830  0.0699
C -1.037 1.282 -0.933  -0.5551
C -0.445 2.382 -0.040  -0.3702
S 1.194 2.793 -0.588  0.9615
C 1.175 1.444 -1.755  -1.1401
S 2.384 0.920 -2.666  0.6498
N -0.119 0.889 -1.790  0.0304
H -1.094 3.168 0.125  0.0679
H -0.425 1.834 0.914  0.0574
H -0.460 0.114 -2.347  0.1590
O -0.075 0.509 2.270  0.0376
C 0.002 -0.603 1.719  -0.4801
C -0.809 -1.822 2.080  -0.3469
S -0.371 -3.119 0.883  0.9471
C 0.622 -2.014 0.040  -1.0575
S 1.363 -2.553 -1.425  0.8321
N 0.722 -0.803 0.520  0.0546
H -0.761 -2.189 3.119  0.0922
H -1.953 -1.518 2.099  0.1488
H 2.291 -1.643 -1.393  -0.1584

Its HOMO energy is -9.081 eV. Its gap between HOMO and LUMO is 8.5 eV. Its net charge is 0. The structure (SMILES) is O=C1CSC(=S)N1.O=C1CSC(S)=N1.

---

(x)
DFT (the ωB97M-V functional and the def2-TZVPD basis) results for a 2-piece molecular cluster, C6H6N2O2S4 overall.

Last column: Löwdin charge in e.
Positions of all 20 atoms, in Å:
O 2.189 0.502 -1.884  0.1105
C 1.942 -0.300 -1.028  -0.5315
C 2.566 -0.351 0.350  -0.3416
S 1.874 -1.789 1.202  0.9656
C 0.879 -2.218 -0.152  -1.1708
S -0.089 -3.533 -0.229  0.6388
N 1.055 -1.341 -1.175  0.0395
H 3.651 -0.435 0.290  0.0941
H 2.300 0.555 0.897  0.0811
H 0.520 -1.450 -2.027  0.1606
O -0.045 1.020 0.593  0.0866
C -1.173 0.667 0.364  -0.5171
C -2.363 1.649 0.326  -0.3482
S -3.826 0.661 -0.013  0.9285
C -2.815 -0.773 -0.082  -1.0249
S -3.516 -2.304 -0.396  0.8320
N -1.553 -0.616 0.109  0.0302
H -2.464 2.162 1.282  0.0905
H -2.211 2.389 -0.458  0.0911
H -2.341 -2.959 -0.337  -0.2149

Its HOMO energy is -8.928 eV. Its gap between HOMO and LUMO is 8.8 eV. Its net charge is 0. The structure (SMILES) is O=C1CSC(=S)N1.O=C1CSC(S)=N1.

---

Stability summary: most stable (x), least stable (w).

---

(w)
DFT (the ωB97M-V functional and the def2-TZVPD basis) results for an isolated ion of composition C5H9N2 and charge +1.

Last column: Löwdin charge in e.
Positions of all 16 atoms, in Å:
C 2.756 -0.614 1.118  0.0591
C 1.711 -0.216 0.223  -0.0597
C 0.190 0.068 -0.097  -0.1433
C -1.090 -0.223 0.291  -0.2108
N -1.778 -0.735 1.353  0.1703
C -1.658 0.532 -0.903  0.0254
N -0.228 0.664 -1.360  0.0810
H 3.684 -0.716 0.599  0.0516
H 2.443 -0.850 2.133  0.0566
H 2.144 0.017 -0.828  0.0986
H -2.719 -0.371 1.293  0.1144
H -1.505 -0.914 2.297  0.1188
H -2.064 -0.050 -1.685  0.1302
H -2.021 1.526 -0.800  0.1391
H -0.134 0.307 -2.281  0.1686
H 0.268 1.574 -1.353  0.2004

Its HOMO energy is -12.548 eV. Its gap between HOMO and LUMO is 9.1 eV. Its net charge is +1. The structure (SMILES) is C=CC1=C(N)C[NH2+]1.

---

(x)
DFT (the ωB97M-V functional and the def2-TZVPD basis) results for an isolated ion of composition C5H9N2 and charge +1.

Last column: Löwdin charge in e.
Positions of all 16 atoms, in Å:
C -1.322 -1.049 0.061  -0.0916
C -1.976 0.907 -0.590  -0.0079
C 0.280 0.802 0.874  -0.1220
C -1.174 -0.214 -1.054  0.1159
C 1.931 -0.422 -0.633  -0.1461
N 0.990 0.555 -0.373  0.0023
N -1.124 0.339 0.462  -0.0610
H -2.337 -1.544 0.249  0.1740
H -0.665 -1.852 0.381  0.1320
H -1.861 1.913 -0.845  0.1204
H -3.079 0.602 -0.392  0.1803
H 0.571 0.194 1.810  0.1530
H 0.238 1.964 1.228  0.1863
H 1.756 -1.556 -0.274  0.1465
H 2.240 -0.223 -1.690  0.1110
H 2.813 -0.247 0.002  0.1069

Its HOMO energy (alpha / beta) is -14.178 / -14.104 eV. Its gap between HOMO and LUMO (alpha / beta) is 7.8 / 8.7 eV. Its net charge is +1.

---

Stability summary: most stable (w), least stable (x).

---

(w)
DFT (the ωB97M-V functional and the def2-TZVPD basis) results for an isolated ion of composition C5H9N2 and charge +1.

Last column: Löwdin charge in e.
Positions of all 16 atoms, in Å:
C 2.526 0.429 -0.007  0.0025
C 1.135 -0.068 0.014  -0.2750
C 0.649 -1.345 0.001  0.0051
N -0.719 -1.281 0.002  0.1438
C -1.146 -0.033 0.017  -0.2107
C -2.507 0.507 -0.007  0.0230
N 0.063 0.769 0.026  0.1978
H 2.895 0.581 1.007  0.1003
H 3.173 -0.292 -0.497  0.0973
H 2.583 1.378 -0.535  0.0936
H 1.172 -2.280 0.005  0.1401
H -1.315 -2.098 -0.008  0.1934
H -2.559 1.366 -0.673  0.1031
H -3.208 -0.250 -0.347  0.1009
H -2.816 0.841 0.983  0.1064
H 0.075 1.775 0.019  0.1787

Its HOMO energy is -13.639 eV. Its gap between HOMO and LUMO is 10.5 eV. Its net charge is +1. The structure (SMILES) is Cc1c[nH]c(C)[nH+]1.

---

(x)
DFT (the ωB97M-V functional and the def2-TZVPD basis) results for an isolated ion of composition C5H9N2 and charge +1.

Last column: Löwdin charge in e.
Positions of all 16 atoms, in Å:
C -2.623 -0.623 -0.018  -0.0470
C -1.702 0.563 -0.144  -0.1372
N -0.303 0.198 -0.128  -0.1408
N 0.258 -0.927 -0.004  0.3227
C 1.705 0.116 0.006  -0.0789
C 3.030 -0.355 0.142  -0.0193
C 0.829 1.121 -0.100  0.0551
H -3.487 -0.297 0.430  0.0491
H -2.903 -1.105 -0.997  0.1126
H -2.288 -1.448 0.693  0.1154
H -1.781 1.114 0.720  0.1202
H -1.701 1.244 -0.961  0.1424
H 3.275 -1.031 -0.625  0.0889
H 2.998 -1.067 1.044  0.1461
H 3.863 0.333 0.386  0.1260
H 0.829 2.165 -0.444  0.1446

Its HOMO energy is -14.867 eV. Its gap between HOMO and LUMO is 8.8 eV. Its net charge is +1. The structure (SMILES) is CC[N+]1=NC(C)=C1.

---

(y)
DFT (the ωB97M-V functional and the def2-TZVPD basis) results for C5H9N2 as an isolated structure.

Last column: Löwdin charge in e.
Positions of all 16 atoms, in Å:
C 0.263 -1.054 -0.603  0.1771
C 1.788 0.289 0.398  -0.1616
C 0.823 1.426 0.087  -0.1582
C -1.149 0.153 0.106  -0.1759
C -2.447 -0.402 0.151  -0.0243
N 1.553 -0.819 -0.485  0.0579
N -0.540 1.112 0.503  0.0973
H -0.215 -1.941 -0.891  0.0946
H 2.944 0.513 0.430  0.1802
H 1.558 -0.095 1.408  0.1395
H 1.096 2.441 0.480  0.1439
H 0.805 1.531 -1.024  0.1404
H -2.710 -1.276 0.696  0.0988
H -2.738 -0.649 -0.845  0.0972
H -3.245 0.245 0.484  0.1143
H 2.214 -1.474 -0.895  0.1788

Its HOMO energy is -13.848 eV. Its gap between HOMO and LUMO is 8.8 eV. Its net charge is +1.

---

(z)
DFT (the ωB97M-V functional and the def2-TZVPD basis) results for C5H9N2 as an isolated structure.

Last column: Löwdin charge in e.
Positions of all 16 atoms, in Å:
C 1.880 -0.988 -0.131  -0.1572
C 1.307 0.900 0.277  -0.1894
C -1.719 0.566 0.483  -0.0570
C -1.456 -0.142 -0.850  -0.0038
C 0.624 -0.371 0.686  -0.0639
N 2.497 0.268 -0.410  0.1188
N -0.774 -0.523 0.451  -0.0641
H 2.630 -1.701 0.302  0.1443
H 1.461 -1.282 -1.088  0.1255
H 0.584 1.547 -0.270  0.1126
H 1.540 1.696 1.092  0.1681
H -1.460 1.604 0.656  0.1263
H -2.747 0.345 1.063  0.1879
H -2.215 -0.839 -1.356  0.1578
H -0.827 0.358 -1.637  0.1426
H -1.324 -1.437 0.734  0.2517

Its HOMO energy (alpha / beta) is -13.867 / -13.444 eV. Its gap between HOMO and LUMO (alpha / beta) is 8.6 / 9.0 eV. Its net charge is +1.

---

Stability summary: most stable (w), least stable (z).

---

(w)
DFT (the ωB97M-V functional and the def2-TZVPD basis) results for an isolated ion of composition C5H9N2 and charge +1.

Last column: Löwdin charge in e.
Positions of all 16 atoms, in Å:
C 0.880 1.690 -0.024  0.2565
C -0.041 -0.471 -0.031  -0.0646
C -1.341 0.307 0.013  -0.4201
C -2.594 -0.517 0.010  -0.0014
C 2.391 -0.174 0.036  0.0160
N -1.363 1.543 0.022  0.3039
N 1.084 0.457 -0.016  -0.1747
H 1.482 2.572 -0.031  0.1190
H 0.031 -1.157 0.819  0.1585
H -0.004 -1.071 -0.949  0.1622
H -3.432 0.070 0.376  0.0982
H -2.466 -1.408 0.620  0.0950
H -2.809 -0.818 -1.016  0.1055
H 2.581 -0.536 1.049  0.1206
H 2.428 -1.023 -0.648  0.1131
H 3.171 0.538 -0.229  0.1122

Its HOMO energy (alpha / beta) is -14.591 / -14.579 eV. Its gap between HOMO and LUMO (alpha / beta) is 9.4 / 9.3 eV. Its net charge is +1.

---

(x)
DFT (the ωB97M-V functional and the def2-TZVPD basis) results for an isolated ion of composition C5H9N2 and charge +1.

Last column: Löwdin charge in e.
Positions of all 16 atoms, in Å:
C -1.100 0.155 1.610  0.0268
N -0.715 -0.031 0.282  -0.0586
C -1.449 -0.411 -0.762  0.0163
C -0.635 -0.644 -1.896  0.0268
C 0.672 -0.448 -1.469  0.0070
N 0.627 0.028 -0.223  -0.0662
C 1.764 0.655 0.351  -0.0118
H -0.926 -0.732 2.166  0.1115
H -0.551 1.070 1.947  0.1349
H -2.090 0.372 1.624  0.0780
H -2.538 -0.389 -0.799  0.1590
H -1.001 -1.176 -2.692  0.0917
H 1.549 -0.804 -1.911  0.1378
H 2.038 0.245 1.372  0.1230
H 2.715 0.383 -0.113  0.1135
H 1.642 1.728 0.515  0.1103

Its HOMO energy is -14.475 eV. Its gap between HOMO and LUMO is 10.6 eV. Its net charge is +1. The structure (SMILES) is Cn1ccc[n+]1C.

---

Stability summary: most stable (x), least stable (w).

---

(w)
DFT (the ωB97M-V functional and the def2-TZVPD basis) results for an isolated ion of composition C5H9N2 and charge +1.

Last column: Löwdin charge in e.
Positions of all 16 atoms, in Å:
C 1.614 -0.665 0.309  -0.2028
C 0.848 -1.672 0.099  0.0948
C 1.218 0.691 -0.191  -0.1249
C -1.231 -1.043 -0.552  -0.0099
C -1.332 0.414 -0.233  -0.2627
N -1.937 -0.586 0.534  0.0614
N -0.134 1.017 0.397  0.0590
H 2.618 -0.604 0.752  0.1193
H 0.834 -2.795 0.370  0.1043
H 1.952 1.357 0.143  0.1129
H 1.065 0.639 -1.219  0.1179
H -1.388 -1.544 -1.471  0.1061
H -1.846 1.271 -0.783  0.1837
H -2.459 -0.869 1.394  0.1883
H -0.065 0.626 1.430  0.2308
H -0.246 2.108 0.389  0.2218

Its HOMO energy is -12.596 eV. Its gap between HOMO and LUMO is 9.2 eV. Its net charge is +1.

---

(x)
DFT (the ωB97M-V functional and the def2-TZVPD basis) results for C5H9N2 as an isolated structure.

Last column: Löwdin charge in e.
Positions of all 16 atoms, in Å:
C 0.842 -0.879 -1.775  0.0963
C -0.330 0.862 -0.373  0.0750
C -0.232 -1.342 0.253  -0.0481
C 1.541 -0.363 0.520  -0.0190
C -1.564 1.565 -0.129  -0.0602
N 0.994 -1.241 -0.543  -0.1875
N 0.109 0.032 0.755  -0.0438
H 1.692 -0.369 -2.224  0.0422
H -1.148 -1.416 -0.337  0.1486
H -0.189 -2.095 1.044  0.1538
H 1.962 -0.909 1.369  0.1472
H 2.188 0.446 0.175  0.1488
H -1.369 2.626 -0.336  0.1257
H -2.044 1.449 0.847  0.0940
H -2.257 1.311 -0.941  0.1272
H -0.195 0.322 1.694  0.1998

Its HOMO energy (alpha / beta) is -12.454 / -12.456 eV. Its gap between HOMO and LUMO (alpha / beta) is 6.8 / 6.8 eV. Its net charge is +1.

---

Stability summary: most stable (w), least stable (x).